The following is a quantum chemistry calculation of C6H6BrClFN in the gas phase in a non-equilibrium geometry, from OMol25.

The geometry in XYZ format:
```
16
Properties=species:S:1:pos:R:3:mulliken_charge:R:1
C -0.5701 -2.2034 -0.6800 -0.46
C -0.1715 -0.1696 -1.8176 -0.07
C 0.1545 -1.9883 0.4033 0.30
C -0.5518 0.8775 -0.7389 -0.25
C 0.5692 0.8439 0.2188 0.30
C 0.5597 1.4062 1.6541 -1.47
N -0.3076 -1.4175 -1.8120 -0.51
F 0.1780 -2.5527 1.6040 -0.21
Cl 2.1321 1.0444 -0.4381 -0.16
Br -2.2044 0.4305 0.2468 -0.11
H -1.1700 -2.9870 -0.9909 0.43
H 0.2051 0.4044 -2.5769 0.45
H -0.6471 1.8315 -1.1231 0.55
H 0.1863 2.3769 1.6992 0.36
H 1.5397 1.3956 2.0863 0.48
H 0.0980 0.7074 2.2648 0.38
```

Computed properties:
Spin multiplicity = 1
Kohn-Sham gap (spin up / spin down) = 0.278 / 0.318 Eh
HOMO level (spin up / spin down) = -8.230 / -8.911 eV
ΔE to the lowest compared entry with this formula, charge and spin = 5.796 eV
Lowest unoccupied orbital energy (spin up / spin down) = -0.68 / -0.25 eV


The following is a quantum chemistry calculation of a molecular structure, C32H26CeCl2N3O5S in a non-equilibrium geometry, from OMol25.

The geometry in XYZ format:
```
70
Properties=species:S:1:pos:R:3:mulliken_charge:R:1
Ce 1.1687 0.1530 -0.0205 0.69
Cl -1.5793 -4.5046 0.5333 -0.25
C -0.1067 -4.1432 1.3104 0.08
C 0.4703 -5.0872 2.1286 -0.54
C 1.6832 -4.8757 2.7541 0.83
Cl 2.3044 -6.1022 3.7395 -0.30
C 2.4176 -3.6879 2.5504 -0.19
C 3.6501 -3.3544 3.1447 -0.60
C 4.2380 -2.1199 2.9108 -0.98
C 3.5970 -1.2018 2.0926 -0.39
N 2.4169 -1.4773 1.4940 0.45
C 1.8234 -2.6845 1.7079 0.30
C 0.5343 -2.8916 1.0887 -0.15
O 0.0136 -1.9390 0.3908 0.01
H -0.0736 -6.0002 2.3392 0.44
H 4.1764 -4.0436 3.8223 0.35
H 5.2170 -1.9045 3.3654 0.38
H 3.9857 -0.2007 1.9099 0.59
C 0.6653 3.3588 -3.9198 -1.06
C 0.0708 2.0302 -4.4393 -0.76
C -1.2606 1.6341 -3.8410 0.61
C -2.3990 2.2431 -4.3604 -0.53
C -3.6616 1.9858 -3.8438 -0.82
C -3.7923 1.1833 -2.7282 -0.66
C -2.6635 0.5511 -2.1741 0.57
C -2.8922 -0.2380 -0.8990 -0.38
C -3.0869 0.6498 0.3701 -1.15
C -1.3938 0.6779 -2.7894 -0.34
N -0.2749 -0.1222 -2.3660 0.74
C 0.2956 -0.9600 -3.2203 -0.36
C 1.4947 -1.6414 -2.9577 0.09
C 2.2381 -2.5543 -3.8186 -1.01
C 3.3568 -2.9494 -3.1048 -0.84
C 3.2757 -2.3018 -1.8647 -0.54
N 2.1876 -1.5214 -1.7470 0.54
H 1.6200 3.5275 -4.4100 0.39
H 0.8525 3.2938 -2.8387 0.10
H -0.0036 4.1923 -4.1445 0.39
H 0.8116 1.2517 -4.2182 0.04
H -0.0464 2.0712 -5.5315 0.51
H -2.2630 2.9791 -5.1449 0.44
H -4.5394 2.4481 -4.2963 0.36
H -4.7534 1.0347 -2.2371 0.41
H -2.0414 -0.8939 -0.7212 -0.05
H -3.8035 -0.8319 -1.0272 0.53
H -2.3112 1.4217 0.4164 0.23
H -2.9292 0.0832 1.2866 0.29
H -4.0702 1.1348 0.3889 0.48
H -0.2026 -1.1589 -4.1923 0.27
H 1.9688 -2.8426 -4.8355 0.43
H 4.1627 -3.5915 -3.4783 0.38
H 3.9830 -2.3984 -1.0446 0.41
O 1.1635 2.5850 -0.4688 -0.60
S 2.6994 2.3591 -0.5766 1.19
O 3.4724 3.6133 -0.6967 -0.76
O 2.9224 1.3991 -1.7082 -0.59
O 3.0462 1.5455 0.7220 -0.39
C -0.0258 0.7123 2.0048 -0.65
C -0.7374 1.2219 2.8799 -0.01
C -1.5495 1.8556 3.8384 0.63
C -2.7380 1.2613 4.3190 -0.35
C -3.5325 1.9447 5.2370 -0.48
C -3.1587 3.2280 5.6908 -0.42
C -1.9253 3.7811 5.2700 -0.50
C -1.1306 3.0968 4.3716 -0.45
H -2.9672 0.2465 3.9821 0.39
H -4.4845 1.4983 5.5716 0.32
H -3.8096 3.7600 6.3661 0.38
H -1.6095 4.7433 5.6510 0.38
H -0.1669 3.4669 4.0164 0.46
```

Computed properties:
Spin multiplicity = 1
Kohn-Sham gap = 0.213 Eh
HOMO level = -5.238 eV
ΔE to the lowest compared entry with this formula, charge and spin = 0.000 eV
Total charge = -1
Lowest unoccupied orbital energy = 0.55 eV